No. 1
Below is a structure of composition C18H22Cu2N3O in a non-equilibrium geometry, with properties calculated with ωB97M-V/def2-TZVPD.

- Energy relative to the best compared isomer or geometry (same formula, charge and spin): 86.9 kJ/mol
- Frontier orbital gap: 4.814 eV
- Spin multiplicity: 1
- Net charge: +1
- Lowest unoccupied orbital energy: -5.595 eV
- Maximum force: 2.3 eV Å⁻¹

Each line ends with the natural charge from an NBO analysis.
CARTESIAN COORDINATES (ANGSTROEM)
Cu  -1.52788  -0.14109  2.43072  0.89
Cu  1.10347  0.93171  3.17468  0.92
O  0.40735  -0.21916  1.51961  -1.34
H  0.49445  0.28987  0.70049  0.49
N  -4.66264  0.75252  1.82234  -0.49
C  -3.96997  -0.16941  1.07857  -0.09
C  -2.86394  0.48366  0.56906  -0.39
C  -2.78055  1.77189  1.19672  -0.36
C  -3.94315  1.91041  1.92387  -0.05
H  -5.59863  0.57212  2.14468  0.44
H  -4.37718  -1.09677  0.71015  0.25
H  -2.21990  0.12117  -0.21986  0.27
H  -1.94344  2.44503  1.09732  0.25
H  -4.20127  2.64649  2.66753  0.23
N  -0.37419  -2.46530  -0.32331  -0.53
C  -1.21458  -3.49298  -0.00461  -0.09
C  -1.63169  -4.07465  -1.17399  -0.28
C  -1.14230  -3.27296  -2.23599  -0.30
C  -0.37053  -2.28339  -1.68173  -0.09
H  0.05129  -1.84807  0.35217  0.42
H  -1.39547  -3.77451  1.01969  0.20
H  -2.31038  -4.90821  -1.24148  0.23
H  -1.27300  -3.35414  -3.30235  0.23
H  0.13654  -1.43181  -2.10440  0.20
N  3.43967  -1.69859  1.18412  -0.52
C  3.24976  -1.53491  -0.16662  -0.09
C  4.46283  -1.72015  -0.76741  -0.28
C  5.43702  -1.85333  0.26118  -0.29
C  4.76971  -1.86200  1.45671  -0.08
H  2.64587  -1.71732  1.79834  0.40
H  2.26546  -1.33515  -0.55253  0.20
H  4.70312  -1.71377  -1.81741  0.23
H  6.50836  -1.81184  0.16290  0.23
H  5.11239  -1.76164  2.47319  0.21
C  0.42368  2.19719  -2.21702  -0.21
C  -0.56058  3.16131  -2.28853  -0.19
C  -0.65350  4.20184  -1.35635  -0.21
C  0.15394  4.16921  -0.23239  -0.22
C  1.01817  3.08675  -0.06334  -0.24
C  1.23824  2.16425  -1.07248  -0.23
H  0.43506  1.32081  -2.85213  0.22
H  -1.34727  3.13115  -3.03380  0.22
H  -1.38573  4.98839  -1.47379  0.23
H  0.12740  4.92043  0.54700  0.22
H  1.62870  2.93015  0.82271  0.19
H  1.93527  1.34480  -0.93220  0.22

No. 2
Below is the molecule C4H6N2S2 in a non-equilibrium geometry, with properties calculated with ωB97M-V/def2-TZVPD.

- Energy relative to the best compared isomer or geometry (same formula, charge and spin): 362.4 kJ/mol
- Frontier orbital gap: 9.046 eV
- Structure (SMILES): [H]/N=C1/[C@@H](S)C=CN1S
- Spin multiplicity: 1
- Net charge: 0
- Lowest unoccupied orbital energy: 0.366 eV
- Maximum force: 4.7 eV Å⁻¹

Each line ends with the natural charge from an NBO analysis.
CARTESIAN COORDINATES (ANGSTROEM)
C  1.24888  0.21023  0.73940  -0.34
C  0.87254  1.56469  0.26093  -0.26
C  -0.43663  1.63186  0.09395  -0.01
C  -0.14898  -0.63742  0.64214  0.43
H  3.36874  0.69392  -0.79077  0.14
H  1.49622  0.04545  1.73388  0.24
H  1.76463  2.35132  0.27635  0.25
H  -1.13927  2.44301  -0.31780  0.24
H  -2.18291  -1.18075  -1.48967  0.11
H  -1.39138  -2.10042  0.28160  0.35
N  -1.10558  0.27470  0.34023  -0.62
N  -0.37138  -1.92322  0.54727  -0.68
S  2.47801  -0.45863  -0.58600  -0.05
S  -2.52752  0.00057  -0.43429  0.20

No. 3
Below is a structure of composition C5H13N3 in a non-equilibrium geometry, with properties calculated with ωB97M-V/def2-TZVPD.

- Energy relative to the best compared isomer or geometry (same formula, charge and spin): 746.2 kJ/mol
- Frontier orbital gap: 9.795 eV
- Spin multiplicity: 1
- Net charge: 0
- Lowest unoccupied orbital energy: 0.673 eV
- Maximum force: 6.3 eV Å⁻¹

Each line ends with the natural charge from an NBO analysis.
CARTESIAN COORDINATES (ANGSTROEM)
C  -2.22120  -0.34134  -0.81170  -0.61
C  -0.97881  -0.02635  -0.01525  -0.07
C  -0.87065  -1.07806  0.99422  -0.62
C  -1.01855  1.46410  0.42305  -0.64
C  1.39853  0.04923  -0.87942  0.24
H  -2.38859  -1.51252  -0.91508  0.22
H  -3.23218  0.17386  -0.44375  0.22
H  -1.87375  0.17801  -1.76267  0.25
H  -1.98639  -1.34350  1.40276  0.24
H  -0.31309  -1.95907  0.48551  0.23
H  -0.11850  -0.94800  1.88820  0.20
H  -0.38918  1.80606  1.71551  0.21
H  -2.13585  2.21576  0.75471  0.25
H  -0.30806  2.13187  -0.54338  0.25
H  1.83040  0.06792  -1.85263  0.19
H  1.54339  -0.02919  1.05543  0.37
H  4.17653  0.19335  -0.64902  0.38
H  3.22192  -1.27967  -0.27708  0.33
N  0.11623  -0.02622  -1.00972  -0.47
N  2.13269  0.49465  0.32489  -0.45
N  3.41509  -0.23090  0.11544  -0.71

No. 4
Below is a cluster of 2 separate species, H5N2PS2 in total in a non-equilibrium geometry, with properties calculated with ωB97M-V/def2-TZVPD.

- Energy relative to the best compared isomer or geometry (same formula, charge and spin): 145.3 kJ/mol
- Frontier orbital gap: 9.457 eV
- Spin multiplicity: 1
- Net charge: 0
- Lowest unoccupied orbital energy: -0.167 eV
- Maximum force: 2.0 eV Å⁻¹

Each line ends with the natural charge from an NBO analysis.
CARTESIAN COORDINATES (ANGSTROEM)
N  -0.82404  1.54125  -0.06202  -1.20
N  -0.24448  -0.79304  -0.80030  -1.17
P  -1.48212  0.15437  -0.16642  1.62
S  -3.02430  -0.79163  0.56753  -0.48
S  2.66210  -0.55862  0.69080  -0.34
H  -1.28199  2.31144  0.35224  0.40
H  -0.40695  -1.76592  -0.92049  0.41
H  0.48980  -0.45258  -1.40004  0.43
H  1.27045  -0.30027  0.52323  0.18
H  2.84154  0.65498  1.21547  0.15

No. 5
Below is a cluster of 2 separate species, C4H12S in total, with properties calculated with ωB97M-V/def2-TZVPD.

- Energy relative to the best compared isomer or geometry (same formula, charge and spin): 23.3 kJ/mol
- Frontier orbital gap: 9.456 eV
- Structure (SMILES): CSC.CC
- Spin multiplicity: 1
- Net charge: 0
- Lowest unoccupied orbital energy: 1.010 eV
- Maximum force: 0.8 eV Å⁻¹

Each line ends with the natural charge from an NBO analysis.
CARTESIAN COORDINATES (ANGSTROEM)
C  0.05643  -0.63024  -3.42442  -0.61
C  -0.75270  -1.74218  -2.76250  -0.61
H  0.57867  -1.00036  -4.31936  0.20
H  -0.57755  0.17481  -3.82036  0.20
H  0.76417  -0.19018  -2.72777  0.21
H  -1.44307  -2.21949  -3.46342  0.20
H  -1.28167  -1.38963  -1.87994  0.20
H  -0.07833  -2.55761  -2.50711  0.20
C  -0.70031  0.21406  2.23828  -0.75
C  1.35824  1.87851  3.29413  -0.74
S  1.07268  0.49434  2.16970  0.17
H  -0.90094  -0.76756  2.67314  0.22
H  -1.22852  0.97862  2.80679  0.22
H  -1.13073  0.21397  1.24423  0.22
H  0.50001  2.54889  3.28177  0.22
H  2.19769  2.42564  2.88031  0.23
H  1.56591  1.56843  4.31652  0.21

No. 6
Below is the molecule C14H15NO2S, with properties calculated with ωB97M-V/def2-TZVPD.

- Energy relative to the best compared isomer or geometry (same formula, charge and spin): 70.3 kJ/mol
- Frontier orbital gap: 8.890 eV
- Structure (SMILES): CCOc1cccc(NC(=O)Cc2cccs2)c1
- Spin multiplicity: 1
- Net charge: 0
- Lowest unoccupied orbital energy: 0.611 eV
- Maximum force: 0.7 eV Å⁻¹

Each line ends with the natural charge from an NBO analysis.
CARTESIAN COORDINATES (ANGSTROEM)
C  1.91315  2.82189  -2.19327  -0.64
C  1.78164  1.59505  -3.09030  -0.06
O  2.74987  0.60130  -2.80719  -0.49
C  2.60767  -0.19615  -1.71917  0.33
C  1.51575  -0.18184  -0.85870  -0.32
C  1.47283  -1.05925  0.21805  0.17
C  2.51461  -1.95415  0.43801  -0.28
C  3.59673  -1.96546  -0.42412  -0.18
C  3.65106  -1.09758  -1.49406  -0.28
H  4.48790  -1.09641  -2.17341  0.22
H  4.40608  -2.65964  -0.25575  0.22
H  2.47789  -2.63402  1.27715  0.20
N  0.39416  -1.08173  1.11596  -0.59
C  -0.69799  -0.27471  1.16201  0.70
O  -0.92924  0.62792  0.39089  -0.61
C  -1.62004  -0.59909  2.34182  -0.52
C  -3.03241  -0.22764  2.05096  -0.21
C  -4.15170  -0.97887  2.24148  -0.26
C  -5.33452  -0.30815  1.86022  -0.26
C  -5.08994  0.94075  1.39027  -0.42
S  -3.41372  1.32011  1.38403  0.49
H  -5.79409  1.66276  1.02740  0.23
H  -6.31598  -0.74107  1.93560  0.22
H  -4.13577  -1.97601  2.64570  0.22
H  -1.24660  -0.01398  3.19112  0.24
H  -1.56639  -1.65770  2.60328  0.22
H  0.47843  -1.78596  1.83611  0.40
H  0.69169  0.49363  -1.00233  0.25
H  1.98162  1.87226  -4.12940  0.19
H  0.76967  1.17775  -3.03154  0.18
H  2.92287  3.22020  -2.25828  0.21
H  1.70501  2.57153  -1.15645  0.22
H  1.20974  3.58423  -2.51611  0.22